Computed, not measured: a structure of composition C5H5ClO2, with ωB97M-V/def2-TZVPD.

Structure (XYZ):
```
13
Properties=species:S:1:pos:R:3:forces:R:3
C 1.8451 -1.5029 0.3781 2.056 -0.341 3.186
C 0.6271 -0.7527 0.1331 -2.683 -1.254 1.156
C -0.6176 -1.2932 0.2553 1.265 -1.001 2.895
C 0.9655 0.5913 -0.2886 -2.123 1.331 -2.338
C -0.0993 1.7818 -0.0438 -2.427 0.549 2.593
H 2.5103 -1.2522 -0.4543 -0.210 -1.521 -0.416
H 1.6222 -2.5524 0.8014 0.871 1.528 -1.290
H 2.5303 -0.9242 1.1465 -1.546 -1.148 -0.710
H -0.8181 -2.1779 1.1025 0.499 2.068 -3.063
H -0.7455 2.6307 -0.9095 2.457 -2.624 2.204
O 1.9986 0.7186 -0.8626 1.344 1.727 -0.440
O -0.4607 1.7806 1.1518 1.071 0.776 -3.772
Cl -1.9840 -0.5096 -0.3885 -0.573 -0.090 -0.004
```
Positions in Å, forces in eV/Å.

Results
- E_HOMO: -9.41 eV
- Calculated total energy: -804.057929 Ha
- Total charge: 0
- Strongest force on any atom: 0.082 hartree/bohr
- 2S+1: 1
- Relative energy (zero: lowest compared OMol25 entry of this formula, charge and spin): 81.1 kcal/mol
- Orbital gap: 8.8 eV

Computed, not measured: a structure of composition C48H39CaCl8Ge2N4OS, with ωB97M-V/def2-TZVPD.

Structure (XYZ):
```
104
Properties=species:S:1:pos:R:3:forces:R:3
Ca -1.4235 0.0169 -1.3861 -0.281 0.581 2.346
Cl -3.3239 1.0697 -8.4907 -0.020 0.008 -0.043
C -3.1303 0.8974 -6.7695 0.006 -0.010 -0.058
C -4.1412 1.3533 -5.9131 0.123 -0.061 0.038
C -3.9970 1.2320 -4.5543 -0.051 0.004 -0.113
C -2.8444 0.6467 -3.9793 0.381 -0.049 -0.755
O -2.7083 0.5656 -2.7116 -2.319 0.676 -2.158
C -1.8230 0.1680 -4.8755 -0.102 0.003 0.281
C -0.6115 -0.4818 -4.4142 -0.110 0.064 0.161
N -0.2799 -0.6429 -3.1754 0.564 -0.437 -1.052
C 0.9217 -1.2706 -2.7832 0.756 0.207 1.072
C 1.6950 -2.1363 -3.5532 -0.092 0.001 0.043
C 2.9014 -2.6208 -3.0746 0.044 0.063 -0.017
C 3.3880 -2.2558 -1.8222 0.025 -0.041 0.033
C 2.6613 -1.4358 -0.9799 -1.056 0.661 0.537
C 3.1031 -1.2498 0.5098 -0.078 0.741 -1.161
C 1.4471 -0.4468 1.6219 0.824 -0.091 -0.919
C 0.8994 0.4248 0.4702 0.812 0.015 -0.917
N 0.7636 0.1291 -0.8063 1.971 0.671 1.390
C 1.3788 -0.9555 -1.4531 1.156 -0.668 -0.633
C -2.0013 0.3129 -6.2648 0.061 -0.074 0.072
H -5.0334 1.7965 -6.3345 0.002 0.023 -0.008
H -4.7691 1.5809 -3.8815 0.010 -0.002 0.016
H 0.0570 -0.8442 -5.2007 -0.004 0.077 -0.050
H 1.3571 -2.4366 -4.5363 -0.042 -0.029 0.005
H 3.4817 -3.2964 -3.6883 0.013 0.019 -0.031
H 4.3488 -2.6288 -1.4893 -0.004 -0.047 -0.002
H 4.0836 -1.6870 0.6883 0.094 0.123 -0.265
H 0.9353 -0.2861 2.5716 0.371 0.356 0.100
H -0.3701 -0.9742 0.1642 3.323 4.484 -5.381
H -1.2346 -0.0530 -6.9372 -0.007 0.016 -0.036
Cl -0.9782 -1.6917 0.8327 8.787 -1.035 8.705
C -1.7802 -0.5770 1.1238 -7.749 8.672 0.136
C -2.4526 0.4338 1.6868 -0.474 -0.559 3.389
C -2.9596 1.7123 1.3515 0.305 0.322 -0.333
Cl -2.8192 2.3674 -0.2508 -0.135 0.092 0.454
C -3.4481 2.3175 2.4835 -0.082 0.349 -0.699
Cl -4.1266 3.8865 2.5802 0.007 -0.028 -0.049
C -3.2852 1.4383 3.5854 0.269 -0.764 0.478
Cl -3.7391 1.7904 5.1996 -0.002 0.062 0.007
C -2.6860 0.2881 3.1385 -0.346 1.133 -0.416
Cl -2.1322 -1.0459 4.0458 -0.263 0.243 0.385
Cl 1.2218 4.7949 -3.7878 -0.148 0.086 -0.056
C 0.2838 3.3103 -3.9243 -0.104 0.005 -0.091
Cl -0.1904 2.6919 -2.3309 -0.028 0.386 -0.094
H 0.8912 2.5597 -4.4192 0.004 -0.014 0.059
H -0.6179 3.5333 -4.4832 -0.020 -0.098 0.020
C 0.5048 2.7941 3.6466 0.026 -0.025 -0.129
Ge 1.4929 3.7348 2.2350 0.003 -0.137 0.193
C 0.2683 4.8618 1.1902 0.152 -0.138 0.030
C 2.9902 4.7549 3.0056 -0.159 -0.090 -0.137
Ge 2.2138 1.9478 0.6954 -0.032 0.043 -0.226
C 2.8698 0.1102 1.3660 0.324 0.119 -0.182
C 1.9844 -1.9005 1.3059 0.454 0.666 1.075
C 2.3853 -2.6302 2.5450 -0.079 0.108 0.026
C 3.1835 -2.1313 3.4919 0.005 -0.186 -0.023
C 3.8639 -0.8377 3.4809 0.055 0.044 0.090
C 3.7559 0.1393 2.5760 0.108 0.118 -0.238
C 2.9543 2.6033 -1.0041 0.005 0.031 0.349
C 3.4063 3.9230 -1.0061 0.006 -0.111 0.065
C 4.0617 4.4542 -2.1081 0.141 0.010 0.042
C 4.2627 3.6722 -3.2328 0.084 -0.020 0.047
C 3.7977 2.3636 -3.2545 0.020 -0.057 0.034
C 3.1564 1.8288 -2.1470 0.034 0.072 -0.001
H -0.2084 3.4598 4.1330 0.004 0.045 -0.017
H 1.1796 2.3965 4.4046 0.033 -0.019 -0.020
H -0.0580 1.9648 3.2120 -0.068 0.017 0.025
H -0.1397 5.6410 1.8347 0.004 -0.003 0.031
H -0.5595 4.2589 0.8147 -0.007 -0.006 -0.007
H 0.7695 5.3319 0.3446 0.004 -0.014 -0.015
H 2.5957 5.4641 3.7336 -0.010 0.012 0.009
H 3.5370 5.3106 2.2451 0.009 0.001 -0.011
H 3.6820 4.0866 3.5165 0.005 -0.011 0.005
H 1.3447 -2.4827 0.6801 0.608 -0.847 -0.080
H 1.9894 -3.6315 2.6700 -0.089 0.040 0.074
H 3.3889 -2.7576 4.3519 0.016 -0.001 0.005
H 4.5474 -0.6844 4.3084 0.011 0.096 -0.019
H 4.3685 1.0261 2.6993 0.046 -0.038 0.107
H 3.2516 4.5396 -0.1269 0.034 0.064 -0.032
H 4.4209 5.4750 -2.0844 -0.024 0.020 -0.007
H 4.7811 4.0791 -4.0911 -0.024 0.012 -0.021
H 3.9509 1.7445 -4.1302 0.015 0.011 -0.015
H 2.8192 0.8048 -2.1800 0.020 -0.019 -0.035
S -1.4560 -5.0595 3.3366 -0.031 -0.061 0.380
C -1.4304 -4.0800 1.8863 -0.173 0.584 -3.586
C -1.5831 -4.7400 0.5321 -0.310 0.367 -0.246
C -1.7626 -4.2815 -0.7785 0.390 -0.359 0.630
N -1.8187 -2.9224 -1.2663 -0.967 -4.361 -1.471
C -1.4663 -2.2372 -0.3304 -6.461 -3.209 -10.090
C -1.2518 -2.7389 1.8249 -2.654 -6.370 6.639
C -3.1969 -4.9170 3.7429 0.330 0.156 -0.173
C -3.5700 -4.5370 5.0215 -0.030 -0.077 -0.043
C -4.9252 -4.3988 5.2888 0.058 -0.077 -0.017
N -5.8765 -4.6241 4.3900 -0.156 0.024 0.066
C -5.4989 -4.9945 3.1700 0.096 -0.022 -0.066
C -4.1751 -5.1484 2.7871 -0.117 -0.003 0.179
H -1.5903 -5.8219 0.6092 -0.173 -0.051 -0.117
H -1.9077 -5.0057 -1.5669 0.002 -0.163 0.083
H 0.1340 -2.2534 0.6141 1.582 -3.119 -1.173
H -0.0557 -1.2135 1.5458 0.538 0.730 3.620
H -2.8244 -4.3396 5.7793 -0.018 0.054 0.013
H -5.2589 -4.0832 6.2706 0.011 -0.005 0.018
H -6.2960 -5.1846 2.4601 -0.001 0.032 -0.020
H -3.9151 -5.4350 1.7778 -0.037 -0.010 -0.009
```
Positions in Å, forces in eV/Å.

Results
- E_HOMO (alpha / beta): -6.34 / -7.02 eV
- Calculated total energy: -11056.753888 Ha
- Total charge: 0
- Strongest force on any atom: 0.241 hartree/bohr
- 2S+1: 2
- Relative energy (zero: lowest compared OMol25 entry of this formula, charge and spin): 834.9 kcal/mol
- Orbital gap (alpha / beta): 5.2 / 5.8 eV

Computed, not measured: a cluster of 2 separate species, NO4PS in total, with ωB97M-V/def2-TZVPD.

Structure (XYZ):
```
7
Properties=species:S:1:pos:R:3:forces:R:3
N 0.5939 1.0135 -0.0644 -1.692 0.134 0.291
O 1.6315 -1.4569 0.4814 -0.269 -0.147 0.474
O 3.0889 0.4279 -0.3538 1.027 0.263 0.175
O -2.4030 -0.6603 -1.1051 -0.061 -0.301 -1.050
O -2.7585 0.8913 0.7488 0.997 -0.995 -0.452
P 1.7369 -0.0085 0.1109 0.087 -0.574 -1.040
S -1.8897 -0.2070 0.1823 -0.090 1.620 1.602
```
Positions in Å, forces in eV/Å.

Results
- E_HOMO (alpha / beta): 1.42 / -0.01 eV
- Calculated total energy: -1095.255333 Ha
- Total charge: -2
- Strongest force on any atom: 0.044 hartree/bohr
- 2S+1: 1
- Relative energy (zero: lowest compared OMol25 entry of this formula, charge and spin): 47.4 kcal/mol
- Orbital gap (alpha / beta): 5.0 / 6.4 eV

Computed, not measured: a cluster of 3 separate species, C38H35BN4O8P in total, with ωB97M-V/def2-TZVPD.

Structure (XYZ):
```
87
Properties=species:S:1:pos:R:3:forces:R:3
N -4.7827 1.1145 -5.1288 1.794 -0.492 1.368
C -4.7534 1.4939 -3.6349 -0.469 -0.807 0.134
C -3.7829 0.4569 -2.7515 -2.141 -0.503 -0.088
N -2.4034 0.3229 -3.3571 0.644 -2.651 3.112
C -1.5416 -0.6972 -2.6470 -0.666 0.115 -0.954
N -1.9653 -1.8615 -2.0553 0.768 3.013 -0.556
B -0.9955 -2.8529 -1.3954 3.112 -2.436 1.627
O -0.5903 -2.8358 0.0243 0.170 -0.528 -4.790
O -0.4613 -3.9263 -2.2961 0.364 3.659 1.191
N -0.0313 -0.4337 -2.6322 -2.694 -1.033 -1.000
C 0.3090 0.8383 -1.8862 2.330 1.914 1.020
O -0.3143 0.9063 -0.5508 2.749 -0.770 0.005
C 0.6895 0.7845 0.5289 3.084 -0.108 3.885
C 0.8545 1.9993 1.6411 2.321 -3.051 0.530
C 1.9628 1.8717 2.8768 0.035 -3.026 -1.992
C 2.9437 0.5470 3.0945 -3.363 0.264 -3.960
C 2.7713 -0.6617 1.9826 -1.952 3.565 0.054
C 1.6839 -0.5428 0.7308 0.376 2.161 2.131
P 0.4700 -0.3487 -4.3638 -1.462 5.798 -3.173
O 0.1472 1.0865 -5.0232 1.174 -5.044 2.602
H -4.8336 0.0609 -5.2060 -0.192 1.536 0.140
H -3.8639 1.3669 -5.5869 -1.387 -0.109 0.636
H -5.8678 1.3144 -3.2591 2.542 0.457 -0.558
H -4.4787 2.6225 -3.4572 -0.385 -2.381 -0.566
H -3.7832 0.7796 -1.6131 0.486 -0.642 -2.448
H -4.3365 -0.5976 -2.8304 0.916 2.102 0.269
H -2.4200 0.1943 -4.3927 0.393 0.364 0.987
H -2.9759 -2.1213 -2.0558 0.925 0.679 -0.295
H 0.2544 -3.4088 0.0657 -2.054 0.902 0.110
H 0.3303 -3.5501 -2.8090 -1.697 -0.946 0.937
H 0.1039 1.8240 -2.4833 -0.221 -2.076 1.025
H 1.4879 0.8075 -1.7033 -2.489 -0.129 -0.623
H 0.2093 2.9822 1.6343 1.336 -2.302 -0.203
H 2.0682 2.7524 3.6592 -0.405 -1.946 -1.980
H 3.7288 0.4568 3.9810 -1.985 0.300 -2.185
H 3.4682 -1.6064 2.1157 -1.773 2.081 -0.576
H 1.6446 -1.4586 -0.0343 0.024 2.412 1.841
H 1.8748 -0.6412 -4.5727 -0.980 -0.314 0.865
H -0.3353 -1.2988 -5.1427 0.808 0.072 1.383
C 2.1374 5.0999 -1.5246 -0.049 0.253 0.354
C 2.3169 6.0912 -2.4890 0.010 0.301 0.186
C 2.3910 7.4317 -2.1071 -0.014 -0.319 -0.117
C 2.2730 7.7835 -0.7571 -0.018 -0.542 -0.450
C 2.0690 6.7945 0.2043 0.029 -0.441 -0.484
C 2.0126 5.4481 -0.1790 0.000 -0.076 -0.332
C 1.8935 7.1581 1.6253 -0.185 -0.849 1.005
O 1.7178 6.2896 2.4709 0.060 0.340 -0.450
C 1.9242 8.5831 2.0108 -0.075 0.407 0.460
C 1.7016 8.9458 3.3456 0.006 0.317 0.106
C 1.7421 10.2903 3.7212 0.018 -0.347 -0.205
C 2.0135 11.2729 2.7695 0.037 -0.205 -0.306
C 2.2301 10.9149 1.4381 -0.058 0.068 0.276
C 2.1756 9.5677 1.0565 -0.026 0.466 0.423
C 2.3705 9.2024 -0.3604 0.301 1.256 -1.012
O 2.6045 10.0657 -1.1983 -0.172 -0.652 0.550
H 2.0889 4.0544 -1.8212 0.030 0.162 0.067
H 2.4015 5.8207 -3.5392 -0.001 0.077 0.190
H 2.5364 8.1997 -2.8650 -0.019 -0.067 0.328
H 1.8672 4.6694 0.5676 0.054 0.302 -0.050
H 1.4922 8.1846 4.0954 0.087 0.073 -0.313
H 1.5638 10.5702 4.7572 0.039 -0.078 -0.200
H 2.0523 12.3197 3.0631 -0.003 -0.204 -0.078
H 2.4366 11.6879 0.6998 -0.051 -0.326 0.058
C -2.9523 -4.9162 1.8656 0.089 -0.381 -0.073
C -1.7089 -4.4306 2.2698 0.200 -0.286 0.085
C -0.6237 -5.3007 2.3863 -0.288 0.248 -0.057
C -0.7851 -6.6636 2.1093 -0.340 0.597 0.019
C -2.0341 -7.1531 1.7290 -0.198 0.644 0.041
C -3.1178 -6.2754 1.5956 0.035 0.330 0.040
C -2.2277 -8.5967 1.4824 -1.306 -0.724 -0.410
O -3.3236 -9.0270 1.1449 0.676 0.365 0.196
C -1.0844 -9.5146 1.6570 0.197 -0.598 0.010
C -1.2679 -10.8926 1.4829 0.232 -0.210 0.025
C -0.1889 -11.7664 1.6330 -0.221 0.332 -0.027
C 1.0749 -11.2674 1.9472 -0.059 0.365 0.022
C 1.2593 -9.8957 2.1268 -0.037 -0.290 -0.031
C 0.1750 -9.0187 1.9909 0.267 -0.522 -0.005
C 0.3726 -7.5735 2.2179 1.438 0.293 0.367
O 1.4820 -7.1345 2.4987 -0.699 -0.153 -0.214
H -3.7958 -4.2366 1.7659 0.112 -0.137 0.060
H -1.5831 -3.3734 2.4926 -0.006 -0.222 -0.024
H 0.3452 -4.9136 2.6973 -0.147 -0.266 -0.044
H -4.0925 -6.6481 1.2859 0.299 -0.102 0.096
H -2.2507 -11.2900 1.2343 0.191 0.271 0.053
H -0.3347 -12.8365 1.5025 0.006 0.220 0.020
H 1.9171 -11.9471 2.0571 -0.157 0.151 -0.014
H 2.2478 -9.5139 2.3768 -0.322 0.062 -0.042
```
Positions in Å, forces in eV/Å.

Results
- E_HOMO: -11.04 eV
- Calculated total energy: -2655.661738 Ha
- Total charge: +1
- Strongest force on any atom: 0.132 hartree/bohr
- 2S+1: 1
- Orbital gap: 6.1 eV